This record from OMol25 describes a gas-phase ion, C5H13N2 (charge +2) in a non-equilibrium geometry. The level of theory is the ωB97M-V functional and the def2-TZVPD basis.

The HOMO energy (spin up / spin down) is -18.6 / -20.4 eV. The frontier orbital gap (spin up / spin down) is 0.3630 / 0.3362 hartree. The relative energy (zero: lowest compared OMol25 entry of this formula, charge and spin) is 254.4 kJ/mol.

```
! wB97M-V def2-TZVPD RIJCOSX def2/J DEFGRID3
* xyz 2 2
C -0.04376 -1.26400 1.67285
C 1.18536 -0.34430 1.27684
C 1.61879 -0.32016 -0.22591
C 0.70250 0.10774 -1.18856
N -0.30596 1.07660 -0.89642
C -1.14139 1.58638 -2.07898
N -1.37311 -0.91248 1.16339
H 0.09621 -2.31932 1.50143
H -0.02268 -0.98557 2.75112
H 0.97248 0.71144 1.57926
H 2.12737 -0.65817 1.72220
H 2.67440 -0.40053 -0.56639
H 0.69957 -0.19511 -2.23884
H -0.06753 1.91684 -0.32508
H -1.06838 2.67376 -2.15919
H -0.74186 1.21250 -3.01584
H -2.21000 1.26424 -1.97693
H -1.92237 -0.43636 1.89993
H -2.05021 -1.61689 0.85947
H -1.30013 -0.00181 0.59013
*
```